Entry 1:
{
  "formula": "C22H52B2MgO10S4",
  "method": "the ωB97M-V functional and the def2-TZVPD basis",
  "homo_ev": -9.5,
  "total_energy_ev": -94268.56798,
  "e_lumo_ev": 0.19,
  "e_above_lowest_ev": 0.000,
  "species": ["H", "H", "H", "H", "H", "H", "C", "C", "C", "H", "H", "C", "H", "H", "H", "H", "H", "H", "H", "Mg", "C", "H", "B", "H", "C", "O", "H", "H", "H", "C", "S", "H", "H", "H", "C", "C", "H", "H", "H", "S", "C", "S", "H", "C", "H", "H", "H", "C", "S", "C", "H", "H", "B", "O", "H", "H", "C", "C", "H", "O", "C", "C", "O", "O", "H", "H", "H", "H", "C", "C", "H", "O", "H", "H", "H", "H", "H", "C", "O", "C", "O", "H", "O", "O", "H", "H", "H", "C", "H", "H", "H"],
  "coordinates": [[0.61025, -1.83567, 5.40629], [0.70320, -3.17241, 0.21363], [-3.01504, 4.81777, -1.23595], [0.77034, -4.13558, -4.69658], [-3.50781, -2.68140, 1.56151], [-0.34842, -0.57587, 4.58796], [-0.16380, -1.48766, -4.67311], [-4.18105, 0.25030, -0.17235], [3.51426, 3.25730, -1.33280], [1.52070, -3.90978, -6.29494], [2.86932, -3.18848, -4.12107], [-3.84717, 0.86903, 1.20319], [-5.25271, 0.32336, -0.35657], [-0.62754, 1.98703, -3.14632], [1.60123, 0.06906, 3.28372], [0.34637, 3.43116, 2.14070], [2.84883, 3.82442, -1.97784], [-0.70038, -2.01579, -3.88372], [-0.20029, -2.38747, -1.18307], [1.27772, -1.57416, -0.50994], [-1.94354, 3.23260, -2.15344], [0.24462, -0.11194, -0.91367], [-0.06578, -3.34202, -0.59833], [-1.03000, -2.96948, 4.01196], [3.80822, 1.89814, -1.92880], [3.51384, -2.86959, 3.42290], [-5.14940, -2.17518, 1.10440], [1.15772, -4.01511, 4.00387], [-2.25622, 3.66608, -0.07180], [3.46507, 1.88288, 0.76776], [1.48688, -1.12674, -4.00620], [-2.49238, 1.87218, 3.93856], [2.42632, -0.66471, 4.63655], [-0.66001, -1.95981, 2.58690], [0.87997, -3.38465, 3.15769], [0.36824, -1.38234, 4.44654], [-1.45308, 1.21316, 5.26493], [1.73616, 2.77352, -0.13906], [-1.22852, 4.78012, -0.84984], [3.95009, 0.66969, -0.52335], [-0.53850, 2.66417, -2.29819], [2.31414, -2.24970, 2.86456], [-1.95198, 2.93223, 5.27251], [2.31203, -2.57642, -4.83025], [4.43853, 3.79549, -1.12932], [-4.04201, -1.74722, -0.99037], [-0.22639, -1.10563, 0.53682], [-2.14260, 4.20803, -1.01467], [-4.15475, -0.47910, 2.41350], [-0.25058, -2.41950, 3.48493], [-3.63015, 0.84218, -0.90272], [4.39777, 2.20171, 1.23240], [0.10913, -0.08530, 0.20322], [-2.82111, 2.89303, -2.90547], [3.00019, 1.46948, -2.52899], [-0.23074, 2.14811, -1.38830], [2.79155, 3.00446, 0.01950], [-1.69245, 2.07410, 4.65031], [-0.65623, 0.71693, 0.52841], [1.28121, -1.31490, -2.57488], [-0.46061, 2.40292, 3.85208], [1.15826, -3.40198, -5.40132], [-5.51683, -0.27205, 2.88022], [-3.04435, -0.55848, 3.34899], [-2.77403, 1.07137, 1.18394], [2.95542, 1.26696, 1.50821], [0.76095, -4.07270, 2.32305], [-4.36772, 1.79071, 1.44667], [-3.67394, -1.18099, -0.13175], [1.69991, -0.85570, 3.84915], [1.11909, 0.00019, 0.69768], [5.31885, 0.29056, -0.20452], [0.16920, 3.46062, -2.53700], [-0.83921, -3.02728, -6.10217], [-0.65331, -0.53285, -4.85520], [0.34515, -4.14184, -1.33592], [-1.34616, 3.67260, 2.33659], [-0.56729, 2.91637, 2.44807], [2.99971, -0.42120, -0.66040], [-4.10725, -1.86557, 1.17066], [1.96724, 0.13692, -4.49794], [-2.59813, -1.21315, -0.29161], [2.35305, -1.93132, 1.44234], [0.62847, 2.17366, 4.35006], [-0.64911, 2.05567, 1.77977], [2.85722, 3.89386, 0.64805], [-1.08264, -3.63084, -0.12700], [0.03075, -2.43321, -5.82031], [4.68025, 1.78764, -2.57164], [0.32743, -1.96612, -6.76437], [3.02638, -2.23890, -5.57774]],
  "forces_ev_per_a": [[-0.2439, -0.1075, 0.0609], [1.4515, -0.1327, 1.8038], [0.0596, 0.1469, 0.2850], [0.1932, 0.0453, 0.1590], [0.2799, 0.1180, -0.1280], [0.1917, 0.0870, 0.1615], [-0.1159, 0.0807, 0.2205], [0.0730, 0.7079, 0.8604], [-0.1459, -0.6575, 0.9103], [-0.0352, -0.2551, 0.1394], [-0.0221, 0.4122, 0.3581], [0.6308, -0.7906, -0.3934], [-0.0036, -0.1096, -0.1382], [0.4637, -0.2033, 0.1244], [-0.1266, -0.2852, -0.3981], [0.2009, -0.2004, 0.3046], [0.2198, 0.1606, -0.1197], [0.1483, 0.1673, 0.2247], [-0.9258, 1.4281, -1.3722], [1.7597, -0.5285, 0.1124], [0.8826, -0.1068, 0.5035], [-0.1448, 0.5669, -2.2065], [-0.6817, -1.5756, -0.7508], [-0.2224, 0.1586, -0.1657], [-0.2462, -1.7169, -0.3324], [-0.9820, 1.0409, -0.2921], [-0.0211, -0.0558, 0.0675], [0.0855, 0.3045, 0.2208], [-0.3218, -0.1787, -0.1134], [0.5088, -1.1828, -0.5566], [-1.5278, -1.0783, -0.2504], [-0.2597, -0.1524, 0.4040], [0.1403, -0.1398, -0.0873], [-0.0069, 0.0626, 0.0369], [0.7014, 0.5203, 0.0221], [0.0077, 0.2775, -0.6735], [-0.2719, 0.0056, 0.1191], [0.0132, -0.0071, -0.0687], [-0.1338, 0.3056, -0.2393], [1.5053, 1.0090, 1.1105], [-0.6929, 0.0654, -0.4681], [0.2323, -2.1009, 0.1551], [-0.0512, -0.0297, 0.0235], [-0.0796, -0.1965, 0.8075], [-0.0088, 0.1334, -0.2161], [-0.2653, -0.0286, 0.1019], [-1.3313, -1.6995, 0.8679], [0.0896, -0.1990, -0.1354], [-0.0935, 0.9108, -0.8304], [0.3919, -0.5242, 0.5332], [-0.2582, -0.1431, -0.3164], [0.1574, -0.0683, -0.2580], [-1.6360, 2.0221, 1.2750], [-0.3430, 0.1351, 0.0142], [-0.2658, 0.2964, 0.1514], [0.0156, -0.0575, -0.0431], [-0.4536, 0.3771, 0.4166], [0.0057, 0.3070, -0.8835], [-0.7312, 0.8105, 0.1950], [1.3535, -0.0162, -0.9138], [0.9299, -0.3059, 0.7368], [-0.1102, 0.4806, -0.6201], [0.6941, -0.5346, 0.0730], [-0.5679, -0.2230, -0.2908], [0.0352, -0.1323, 0.3549], [-0.6253, 0.4383, -0.0729], [-0.0415, 0.4540, -0.3576], [-0.3285, -0.2390, 0.2429], [0.2270, -0.8299, -0.5972], [-0.2027, -0.2279, 0.3832], [1.7449, 0.9931, 1.0890], [-0.8231, 0.1743, -0.8618], [0.0135, 0.0190, 0.0761], [-0.2537, 0.2128, 0.4113], [0.0553, -0.0146, -0.2099], [0.4271, -1.0636, -0.8200], [-0.4331, -0.4478, -0.1046], [0.4083, 0.7266, -0.1065], [0.5585, 0.5191, -0.6907], [-0.4419, 1.1492, 0.4379], [0.4378, -0.1340, 0.1534], [0.2377, 0.1305, 0.4955], [0.1487, 0.2702, 0.2707], [-0.0333, 0.1356, -0.3612], [-0.4626, 0.1535, 0.0024], [-0.2201, 0.1068, -0.1443], [-1.0728, -0.3170, 0.6486], [0.5044, -0.6406, -1.0579], [0.2806, 0.1950, 0.3615], [0.0703, 0.4105, 0.2389], [-0.2698, 0.4063, -0.0807]],
  "mulliken_charge": [0.376, -0.660, 0.386, 0.346, 0.442, -0.556, -0.668, -0.586, -0.849, 0.345, 0.365, 0.063, 0.416, 0.056, -0.499, 0.310, 0.416, 0.231, -0.550, 1.934, 0.609, -0.082, 3.887, 0.634, -0.236, -0.772, 0.414, 0.393, -0.040, -0.064, 0.859, 0.011, 0.636, -0.605, -1.005, -0.010, 0.309, -0.604, 0.349, 0.731, -0.041, 0.820, 0.406, -0.823, 0.324, 0.539, -0.210, -0.837, 0.966, 0.353, 0.028, 0.443, 0.317, -0.590, -0.108, -0.404, 0.370, -0.975, -1.359, -0.433, 0.729, -0.608, -0.739, -0.480, -0.556, -0.417, 0.424, 0.670, 0.241, 0.170, -0.379, -0.707, 0.445, 0.371, 0.523, -0.378, 0.547, -0.462, -1.342, -0.898, -0.760, -0.589, -0.908, -0.639, -0.527, 0.532, -0.350, -0.709, 0.509, 0.304, 0.462]
}

=====

Entry 2:
{
  "formula": "C22H52B3BrN5O8P",
  "method": "the ωB97M-V functional and the def2-TZVPD basis",
  "homo_ev": -8.3,
  "smiles": "CCCCB1OB(Br)OB(P(C)CC)O1.CNC(C)=O.CNC(C)=O.CNC(C)=O.CNC(C)=O.CNC(C)=O",
  "total_energy_ev": -128859.19709,
  "e_lumo_ev": 0.52,
  "species": ["C", "C", "B", "H", "H", "H", "H", "H", "C", "H", "H", "C", "C", "N", "H", "H", "H", "H", "O", "C", "N", "H", "H", "O", "H", "H", "H", "H", "C", "H", "B", "Br", "H", "H", "H", "O", "H", "H", "H", "H", "H", "C", "C", "H", "C", "O", "H", "H", "O", "H", "H", "H", "C", "H", "C", "C", "H", "C", "P", "N", "H", "H", "H", "O", "H", "C", "H", "C", "O", "N", "H", "O", "H", "H", "H", "H", "C", "C", "H", "H", "H", "C", "H", "H", "C", "H", "N", "C", "H", "C", "B", "H"],
  "coordinates": [[8.72222, 0.73657, -2.21443], [-2.87881, -6.33475, -1.11735], [-0.80082, -1.92596, -0.33244], [3.87754, 7.79050, -3.81232], [-7.56774, 0.04287, 5.25274], [8.83113, 0.42789, -1.17318], [2.24892, 2.05028, 0.22241], [1.74011, -1.01944, -0.62242], [-0.74251, -7.45342, 0.60553], [3.26093, -1.87432, 2.51358], [4.93615, 5.15124, 0.23062], [4.03498, 7.21163, -2.90862], [-6.77177, -3.84562, -0.07980], [4.05980, 4.83026, 0.61091], [1.79566, -3.34657, 1.12431], [-6.92808, -3.50132, 0.94026], [-7.02741, 0.55007, 3.64368], [3.38071, -3.12769, 0.38664], [-7.41382, -1.72369, 2.70370], [2.15397, 8.59940, -1.92978], [3.11174, 7.63549, -1.87419], [3.89195, 6.15593, -3.14470], [0.34243, -3.72713, -0.52963], [-2.76869, -0.09832, -0.55380], [-3.94024, -6.28358, -0.86574], [-2.27246, -4.56885, -0.10723], [2.92408, 9.87847, -3.48729], [-2.57430, -7.37578, -1.09750], [2.78078, -1.49103, 1.61522], [-7.12532, -3.49891, 4.27164], [-1.56896, 0.22888, 0.00533], [-1.14597, 2.09581, 0.26474], [0.06747, -7.62035, 1.30798], [-6.44910, -1.57725, 6.45588], [1.55874, 3.66691, 0.41713], [-2.10038, -2.37897, -0.52631], [2.43651, 5.23238, 1.87452], [-0.41712, -7.75530, -0.39058], [-5.85429, -0.07509, 4.81436], [9.71178, 0.74764, -2.67574], [-4.76340, -4.01642, -0.87410], [-1.09594, -5.98331, 0.63718], [6.65636, 0.14226, -3.54606], [3.10058, 6.64427, 1.05813], [1.78899, -2.10769, -0.65197], [4.40024, 2.99117, -0.62732], [-7.38427, -3.04904, 6.72235], [1.88124, -0.94300, 1.88743], [1.45391, 8.83354, -0.95993], [3.15439, 7.16343, -0.98611], [3.97579, 5.91621, 2.40787], [-6.81150, -0.66611, 0.52476], [2.39833, 3.02330, 0.67802], [6.93591, 2.22922, -4.00404], [-6.59842, -2.59612, 6.11581], [2.45096, -2.62190, 0.64262], [6.06257, 1.92597, -2.48507], [3.69608, 3.59645, 0.16372], [-4.77329, -1.94341, 0.39735], [-2.09170, -5.55976, -0.18150], [3.48381, -0.80471, 1.14331], [2.42648, 2.90684, 1.76212], [8.32655, 1.74618, -2.22868], [-0.50626, -5.19531, 1.36080], [5.25920, 1.65443, -4.03478], [-7.11069, -1.55217, 3.87363], [-5.75794, -2.76984, -1.65122], [-5.84450, -0.48707, 0.06743], [6.00862, -0.72948, -4.09890], [-6.96246, -2.60784, 4.71288], [0.22361, -2.79831, -1.99205], [-0.66739, -0.71920, 0.35734], [-2.75070, -5.95718, -2.13348], [-7.65363, -3.55276, -0.64274], [5.06830, 7.35293, -2.58644], [8.07926, -1.13190, -2.98312], [6.20688, 1.58407, -3.51126], [0.40290, -2.70655, -0.91663], [-1.59652, -8.06714, 0.89421], [-5.67323, -3.15092, 6.27820], [2.43440, -2.35224, -1.49477], [-6.87370, -0.17157, 4.43944], [1.20498, 10.07878, -3.10777], [-5.94024, -0.31699, -1.00271], [3.35581, 5.69756, 1.53727], [1.74763, 8.67785, -4.04693], [7.83197, -0.15717, -2.92574], [2.00304, 9.35415, -3.23061], [-6.71097, -4.93052, -0.05525], [-5.49537, -3.23230, -0.70177], [-3.10621, -1.44515, -0.34660], [-5.37031, 0.37553, 0.52757]],
  "forces_ev_per_a": [[-0.0253, -0.1701, -0.0429], [0.0252, 0.1638, 0.0683], [0.0040, -0.4975, 0.1429], [0.0025, 0.0095, -0.0250], [0.0335, 0.0101, 0.0344], [-0.0033, 0.0425, 0.0186], [0.0195, -0.0159, -0.0221], [-0.0789, 0.1025, -0.0168], [0.0207, 0.0292, 0.0452], [-0.0546, 0.0017, 0.1489], [0.0403, -0.0165, 0.0365], [-0.0703, -0.0531, 0.1480], [0.1660, 0.1787, 0.0783], [-0.0648, 0.0711, -0.0180], [0.0047, -0.1144, 0.0640], [0.0035, 0.0225, 0.1147], [-0.0101, -0.0176, -0.0324], [0.0096, -0.2000, 0.0381], [-0.0959, -0.0022, -0.0149], [0.0060, -0.0049, 0.0120], [0.1055, -0.0214, -0.0869], [-0.0001, 0.0050, -0.0406], [0.0319, -0.1010, -0.0318], [-0.0895, -0.2675, 0.5993], [-0.0073, -0.0579, 0.0001], [-0.0214, 0.0914, -0.1081], [0.0084, -0.0216, -0.0385], [0.0013, -0.0262, -0.0082], [0.1261, -0.2280, -0.1988], [0.0148, -0.0131, -0.0106], [-0.0325, 0.6359, -0.0192], [-0.0689, -0.1059, 0.0325], [0.0114, 0.0291, 0.0171], [0.0046, 0.0198, 0.0154], [-0.0221, 0.0132, 0.0478], [-0.0254, 0.2953, 0.0875], [-0.0160, -0.0317, -0.0084], [-0.0294, -0.0285, -0.0082], [-0.0082, 0.0069, 0.0389], [0.0050, 0.0440, 0.0029], [0.2034, 0.0568, -0.1117], [-0.0094, -0.0514, -0.0746], [-0.0202, 0.0311, 0.0184], [-0.1067, 0.0430, 0.1027], [0.1976, -0.3248, -0.0829], [0.1055, 0.0236, -0.0515], [0.0009, 0.0301, 0.0320], [-0.0527, 0.0943, 0.0848], [-0.0129, 0.0120, 0.0117], [-0.0208, -0.0589, -0.0029], [-0.0409, -0.0241, 0.0401], [-0.1119, 0.0727, 0.0719], [0.0867, 0.0077, -0.0141], [0.0125, 0.0255, 0.0414], [-0.0310, -0.1059, -0.1351], [-0.0578, 0.3844, 0.0001], [-0.0066, 0.0518, -0.0160], [-0.0703, -0.0815, -0.0118], [-0.0270, 0.0804, 0.3495], [0.0008, -0.0155, 0.0827], [-0.0156, 0.1740, 0.0048], [-0.0539, 0.0250, 0.0106], [-0.0051, 0.0238, 0.0105], [0.0297, 0.0092, 0.0284], [-0.0122, -0.0371, -0.0212], [0.0903, 0.0234, -0.0491], [0.2074, -0.0807, -0.2090], [0.2833, -0.2867, -0.1494], [-0.0025, -0.0028, -0.0221], [-0.0209, 0.0015, 0.0844], [-0.0964, 0.0205, -0.0868], [0.3371, 0.0125, -0.3788], [0.0055, -0.0369, -0.0197], [-0.0962, -0.0773, -0.0769], [0.0136, 0.0302, -0.0416], [-0.0031, -0.0170, 0.0090], [-0.0488, -0.0316, 0.0303], [0.1183, 0.1269, 0.1726], [-0.0051, -0.0237, -0.0418], [0.0201, 0.0295, 0.0271], [0.0538, 0.0329, -0.0600], [-0.0180, 0.0031, -0.0332], [-0.0153, 0.0005, 0.0319], [-0.1104, 0.1236, -0.0640], [0.1979, 0.0371, -0.1187], [0.0367, 0.0059, -0.0243], [0.0447, 0.0503, 0.0085], [-0.0286, 0.0116, 0.0321], [-0.0785, -0.1113, -0.0746], [-0.4040, -0.0385, 0.1529], [-0.3006, -0.1709, -0.5694], [-0.0828, 0.1437, 0.0428]],
  "mulliken_charge": [-0.804, -0.953, 0.201, 0.357, 0.412, 0.274, 0.115, 0.054, -1.554, 0.408, 0.226, -0.886, -0.932, -0.176, 0.251, 0.171, 0.290, 0.383, -0.573, 0.886, 0.027, 0.296, 0.165, -0.111, 0.243, 0.089, 0.359, 0.403, -1.196, 0.222, 0.202, -0.268, 0.349, 0.327, 0.352, -0.328, 0.285, 0.373, 0.376, 0.288, -0.332, 1.029, 0.743, 0.214, -0.494, -0.679, 0.296, 0.214, -0.640, 0.022, 0.301, 0.398, -0.976, 0.354, -0.881, -0.328, 0.261, 0.715, 0.038, 0.090, 0.283, 0.324, 0.307, -0.627, 0.281, 0.765, 0.523, -1.177, -0.655, -0.148, 0.382, -0.006, 0.295, 0.244, 0.272, 0.221, -1.075, -0.590, 0.383, 0.292, 0.441, -1.378, 0.293, 0.436, -0.758, 0.353, -0.164, -1.340, 0.369, -0.069, 0.282, 0.291]
}

=====

Computed molecular weight, in the same sequence as the records: 650.85; 658.00 g/mol.